Below is one molecule with the formula C11H12 in a non-equilibrium geometry, with properties calculated with ωB97M-V with the def2-TZVPD basis set.

E_HOMO (spin up / spin down): -6.84 / -7.17 eV
structure (SMILES): CC1=c2ccccc2=C[C@H]1C
total energy: -426.2225 hartree
ΔE to the lowest compared entry with this formula, charge and spin: 1.879 eV
E_LUMO (spin up / spin down): 0.5051 / -0.1795 eV

```
! RIJCOSX wB97M-V def2-TZVPD def2/J DEFGRID3
* xyz 0 1
C 2.5322 -1.6198 2.0803
C 1.5763 -2.6060 1.7682
C 2.3794 -0.3176 1.6991
C 0.4413 -2.2889 1.0480
C 0.8781 1.2887 0.4445
C 1.2256 0.0601 0.9552
C 0.3028 -0.9771 0.6689
C -0.9820 -0.0589 -0.3358
C -0.4321 1.2985 -0.2720
C -2.2331 -0.5929 -0.8708
C -0.3784 2.0305 -1.6200
H 3.4105 -1.9142 2.6379
H 1.7421 -3.6212 2.0986
H 3.1210 0.4280 1.9455
H -0.2947 -3.0385 0.8018
H 1.4630 2.1855 0.5457
H -1.1106 1.8644 0.3880
H -2.0496 -1.4650 -1.5002
H -2.7394 0.1687 -1.4648
H -2.9125 -0.9094 -0.0709
H 0.1835 1.4285 -2.3316
H 0.1196 2.9917 -1.5041
H -1.3786 2.1991 -2.0131
*
```

***

Below is one molecule with the formula C4H9NO2, with properties calculated with ωB97M-V with the def2-TZVPD basis set.

E_HOMO: -9.56 eV
structure (SMILES): C[C@@H](O)CC(N)=O
total energy: -363.0722 hartree
ΔE to the lowest compared entry with this formula, charge and spin: 0.363 eV
E_LUMO: 0.7022 eV

```
! RIJCOSX wB97M-V def2-TZVPD def2/J DEFGRID3
* xyz 0 1
C -1.9965 -0.3526 -0.5430
C -0.5757 0.1870 -0.4464
O -0.5547 1.3874 0.3295
C 0.3489 -0.8186 0.2373
C 1.8366 -0.4768 0.2651
O 2.6881 -1.3137 0.0138
N 2.1388 0.7947 0.6377
H -2.3639 -0.6288 0.4520
H -2.0433 -1.2360 -1.1867
H -2.6734 0.4009 -0.9662
H -0.1988 0.4025 -1.4590
H -1.4065 1.8297 0.2413
H 0.0044 -0.9317 1.2737
H 0.2719 -1.7927 -0.2524
H 3.1109 1.0611 0.6480
H 1.4133 1.4874 0.7554
*
```

***

Below is C57H46F2FeN8O3PS as an isolated structure in a non-equilibrium geometry, with properties calculated with ωB97M-V with the def2-TZVPD basis set.

E_HOMO (spin up / spin down): -5.63 / -5.62 eV
total energy: -5065.6074 hartree
ΔE to the lowest compared entry with this formula, charge and spin: 7.603 eV
E_LUMO (spin up / spin down): -1.4458 / -2.3584 eV

```
! RIJCOSX wB97M-V def2-TZVPD def2/J DEFGRID3
* xyz 0 6
Fe -0.9450 -0.2467 3.3559
C 2.1598 -2.0166 -2.4293
N 1.2404 -2.6704 -1.4919
C 0.8646 -1.9741 -0.3502
N 0.6487 -2.8603 0.6421
C 0.9466 -4.1462 0.1666
C 1.4405 -3.9607 -1.0875
C 1.8479 -4.9475 -2.0810
C 2.8231 -5.9586 -1.9925
C 2.9610 -6.8406 -3.0561
C 2.1132 -6.8489 -4.1202
C 1.1644 -5.8954 -4.2278
C 1.0256 -4.9514 -3.2168
C 0.9695 -5.2610 0.9840
C -0.2115 -5.9857 1.1429
C -0.1582 -7.1255 1.9324
C 1.1121 -7.5398 2.4314
C 2.2187 -6.7489 2.2234
C 2.2518 -5.6486 1.4545
P 0.1104 -0.3119 -0.0541
C 0.7161 0.9722 -1.0720
N 1.4831 1.8592 -0.5065
C 1.6780 2.8234 -1.4487
C 0.9965 2.5891 -2.6207
N 0.3741 1.3488 -2.3776
C -0.4463 0.6418 -3.2667
C 0.9735 3.0993 -3.9489
C -0.0772 3.1397 -4.9380
C 0.0661 3.4228 -6.3240
C 1.3029 3.8450 -6.7279
C 2.3928 3.6927 -5.8919
C 2.2553 3.3476 -4.5379
C 2.7126 3.7829 -1.0968
C 2.4100 5.0840 -1.6892
C 3.2799 6.0174 -1.3803
C 4.4054 5.8356 -0.6508
C 4.6716 4.6201 0.0224
C 3.8006 3.5559 -0.2864
C -1.7343 -0.4354 0.2341
N -2.2658 -0.1784 1.4817
C -3.5838 -0.5669 1.5038
C -3.9798 -0.8516 0.2009
N -2.7464 -0.8344 -0.5989
C -2.6512 -1.1600 -2.0049
C -5.2518 -0.8870 -0.5149
C -5.8915 0.3628 -0.4568
C -7.2189 0.3897 -0.8886
C -7.9203 -0.7071 -1.3326
C -7.2572 -1.9107 -1.4292
C -5.8958 -2.0131 -1.0380
C -4.5468 -0.1669 2.5551
C -5.5201 -1.0484 3.0568
C -6.3184 -0.7807 4.1328
C -6.4979 0.5230 4.5968
C -5.8032 1.5889 3.8695
C -4.6949 1.1407 3.1239
H 3.1988 -2.2844 -2.0593
H 2.0679 -2.3557 -3.4799
H 1.9072 -0.9738 -2.4526
H 3.5647 -6.0884 -1.2071
H 3.7291 -7.5536 -3.0312
H 2.3219 -7.4971 -4.9402
H 0.5097 -5.8786 -5.0539
H 0.2024 -4.2212 -3.3517
H -1.0769 -5.5664 0.7476
H -0.9459 -7.8810 2.0750
H 0.9363 -8.5230 2.9219
H 3.1401 -7.0972 2.7550
H 3.1396 -4.9861 1.3888
H -1.4944 0.9104 -2.9912
H -0.3060 0.9361 -4.3240
H -0.2882 -0.4297 -3.2386
H -1.1059 2.8661 -4.6136
H -0.8406 3.3488 -6.9699
H 1.4310 4.1366 -7.7332
H 3.3838 3.6859 -6.3074
H 3.1017 3.1379 -3.9413
H 1.5636 5.2628 -2.4384
H 3.1842 6.9789 -1.7218
H 5.1634 6.6487 -0.6002
H 5.4839 4.4308 0.7046
H 3.8438 2.5300 0.1461
H -1.6062 -1.2995 -2.3507
H -3.1743 -2.0251 -2.3859
H -3.1042 -0.3177 -2.5505
H -5.3130 1.2492 -0.0978
H -7.8474 1.2817 -0.9366
H -8.9359 -0.5970 -1.6959
H -7.7341 -2.8337 -1.7658
H -5.3656 -2.9372 -1.0077
H 2.1728 3.4289 3.3878
H -6.5762 -1.3542 4.8998
H -6.9338 0.5123 5.5421
H -5.8006 2.7051 3.9346
H -4.0335 1.7926 2.6214
H 0.3432 0.9153 4.0381
F -6.5812 -2.6918 2.3109
C -5.4350 -2.4217 2.5698
F -9.2466 -0.7415 4.8452
H 2.0786 0.9707 7.2550
N -7.4931 11.7463 -1.9699
C -7.5568 11.3343 -0.7468
H -8.3336 11.3791 -2.3532
O 2.6754 2.6617 3.8652
C 3.8690 2.7972 3.7336
N 4.4518 3.2102 2.7189
S 6.1811 3.0182 2.7105
O 6.7123 4.3467 2.6435
O 6.6251 2.1347 1.6036
C 6.2644 2.3080 4.3821
C 7.4426 1.9803 5.1658
C 7.2093 1.4599 6.5426
C 5.8931 1.4353 6.9112
C 4.8156 1.9746 6.1846
C 4.9580 2.4556 4.8934
H 8.4996 2.1279 4.8275
H 7.9426 1.1243 7.2390
H 5.4605 1.2806 7.9454
H 3.8600 1.8488 6.8305
*
```

***

Below is C24H16BrCl3LiN2O3 as an isolated structure in a non-equilibrium geometry, with properties calculated with ωB97M-V with the def2-TZVPD basis set.

E_HOMO: -4.50 eV
total energy: -5221.7130 hartree
ΔE to the lowest compared entry with this formula, charge and spin: 0.483 eV
E_LUMO: 1.7810 eV

```
! RIJCOSX wB97M-V def2-TZVPD def2/J DEFGRID3
* xyz -1 1
Li 0.0015 0.9522 -0.3458
Cl -6.0203 2.7068 2.5322
C -4.5366 2.9293 1.6569
C -4.5852 3.2067 0.2602
C -3.4937 3.1242 -0.5166
C -2.2290 2.7438 0.0519
O -1.2511 2.3908 -0.6779
C -2.1509 2.6570 1.5203
C -0.9368 2.2663 2.1713
N 0.0529 1.5552 1.6205
C 1.1694 1.2260 2.2946
C 1.3357 1.1723 3.7053
C 2.5206 0.7706 4.2869
C 3.6223 0.4441 3.5079
C 3.5637 0.5707 2.1126
C 4.6050 0.2041 1.2721
C 4.3833 -0.0415 -0.0734
C 3.0661 0.0638 -0.5607
N 2.0276 0.4604 0.2058
C 2.2512 0.7639 1.4813
C -3.3091 2.8026 2.2910
H -5.5544 3.4612 -0.1384
H -3.6157 3.1842 -1.6102
H -0.7576 2.6448 3.2011
H 0.5108 1.3447 4.4010
H 2.6479 0.7162 5.3491
H 4.5598 0.1909 3.9418
H 5.5799 0.0562 1.7255
H 5.2304 -0.3114 -0.7019
H 2.8257 -0.2069 -1.6148
H -3.3126 2.5935 3.3698
Br -2.5079 -7.1569 -1.1972
C -1.7830 -5.4387 -1.3759
C -1.1617 -5.1608 -2.5891
C -0.6564 -3.9144 -2.7936
C -0.8426 -2.8842 -1.8768
C -1.4933 -3.1532 -0.6546
C -1.9982 -4.4297 -0.4297
C -0.1986 -1.5093 -2.0433
O 0.4848 -1.2671 -3.0353
O -0.4213 -0.7535 -1.0606
H -1.0762 -5.9411 -3.3338
H -0.1245 -3.7281 -3.7020
H -1.6493 -2.4082 0.1255
H -2.5222 -4.6453 0.5264
Cl 1.2327 2.7713 -4.1574
C 1.4729 1.0610 -4.6783
Cl 3.1242 0.5392 -4.9759
H 0.8617 1.0180 -5.5905
H 1.0583 0.3585 -3.8772
*
```

***

Below is C19H11Cl4GaI2N2O3 as an isolated structure in a non-equilibrium geometry, with properties calculated with ωB97M-V with the def2-TZVPD basis set.

E_HOMO: -7.25 eV
total energy: -5426.8873 hartree
E_LUMO: -0.9747 eV

```
! RIJCOSX wB97M-V def2-TZVPD def2/J DEFGRID3
* xyz 0 1
Ga 0.2842 -0.1011 0.5197
I -2.4529 1.8020 -6.3034
C -1.5581 1.0168 -4.5726
C -1.2291 -0.3085 -4.5551
C -0.6952 -0.8827 -3.4234
I 0.2342 -2.7441 -3.5597
C -0.6790 -0.1668 -2.1818
O -0.3298 -0.8627 -1.0570
C -1.0140 1.2406 -2.2306
C -1.0798 2.2034 -1.0597
N -1.1574 1.5180 0.2805
C -2.4465 0.8927 0.7504
C -2.3356 -0.3437 1.5395
C -3.4367 -0.9555 2.0668
C -3.2984 -1.9462 3.0059
C -2.0086 -2.2547 3.5086
C -0.9265 -1.6321 2.8542
N -1.0647 -0.7206 1.8503
C -1.3829 1.8247 -3.4510
H -1.3379 -0.8322 -5.5495
H -1.9180 2.9105 -1.2241
H -0.1568 2.8147 -1.0316
H -0.9244 2.2137 1.0233
H -3.0937 0.7206 -0.1863
H -3.0303 1.6648 1.3320
H -4.3911 -0.6489 1.7395
H -4.1616 -2.4155 3.4802
H -1.9035 -2.9684 4.2916
H 0.1287 -1.8642 3.1609
H -1.3336 2.9441 -3.5430
Cl 6.9325 0.5365 0.1892
C 5.3402 0.1982 0.6572
C 5.0647 -0.7945 1.6635
Cl 6.4416 -1.5337 2.3900
C 3.7918 -1.1881 1.9858
Cl 3.4766 -2.2827 3.2633
C 2.7264 -0.6113 1.3000
O 1.4839 -0.9682 1.5795
C 2.9142 0.4385 0.4028
O 1.8157 0.9798 -0.0880
C 4.2410 0.8686 0.0933
Cl 4.4703 2.2382 -0.9113
*
```

***

Below is one molecule with the formula C5H10ClN2O2P in a non-equilibrium geometry, with properties calculated with ωB97M-V with the def2-TZVPD basis set.

E_HOMO (spin up / spin down): -6.81 / -9.12 eV
total energy: -1257.9643 hartree
ΔE to the lowest compared entry with this formula, charge and spin: 2.882 eV
E_LUMO (spin up / spin down): -0.8505 / -0.1992 eV

```
! RIJCOSX wB97M-V def2-TZVPD def2/J DEFGRID3
* xyz 0 1
C 0.3074 1.8877 -1.0688
C -0.9762 1.9423 -0.3664
C -1.6351 0.5364 -0.2255
C -1.0899 -1.4721 1.0188
C 0.1596 -1.8949 1.8095
N -1.2270 -0.0676 0.9888
N 2.1811 -0.1080 -1.7892
O 0.7765 2.6025 -1.8955
O 2.6856 1.2903 0.3032
P 1.6084 0.5865 -0.3886
Cl 1.6569 -1.6885 0.8833
H -0.8012 2.2913 0.6545
H -1.6341 2.6384 -0.8864
H -2.7249 0.7020 -0.2185
H -1.4113 -0.0762 -1.1207
H -1.9309 -1.9042 1.5883
H -1.0831 -1.9533 0.0224
H 0.1061 -2.9526 2.0656
H 0.2466 -1.2803 2.7049
H 3.1707 -0.3124 -1.7824
H 1.6149 -0.7673 -2.2973
*
```